Record 1
{"formula": "C18H22F3MnNO5P", "method": "wB97M-V/def2-TZVPD", "symbols": ["Mn", "O", "C", "C", "N", "C", "C", "O", "O", "C", "C", "O", "O", "H", "H", "H", "H", "H", "H", "H", "H", "H", "C", "P", "C", "C", "H", "H", "H", "H", "H", "H", "H", "H", "H", "F", "C", "F", "F", "C", "C", "C", "C", "C", "C", "C", "C", "H", "H", "H", "H"], "coordinates": [[0.823, -1.113, -0.286], [0.399, -1.419, 1.881], [0.248, -2.657, 2.595], [1.573, -3.398, 2.679], [2.237, -3.510, 1.396], [3.375, -2.639, 1.138], [3.044, -1.146, 1.318], [3.346, -0.527, 2.298], [2.413, -0.492, 0.279], [1.635, -4.336, 0.366], [1.015, -3.324, -0.562], [1.812, -2.644, -1.271], [-0.150, -2.803, -0.397], [0.788, -0.736, 2.443], [-0.496, -3.221, 2.035], [-0.158, -2.457, 3.586], [1.402, -4.389, 3.110], [2.254, -2.873, 3.352], [3.747, -2.834, 0.135], [4.169, -2.862, 1.855], [0.892, -4.992, 0.815], [2.371, -4.932, -0.177], [0.214, -1.068, -3.553], [1.098, -0.066, -2.352], [0.583, 1.636, -2.577], [2.861, -0.138, -2.673], [0.297, -0.584, -4.529], [-0.839, -1.137, -3.281], [0.646, -2.065, -3.593], [0.913, 1.952, -3.570], [1.043, 2.269, -1.820], [-0.498, 1.712, -2.499], [3.044, 0.239, -3.682], [3.213, -1.162, -2.587], [3.384, 0.483, -1.947], [-4.353, 6.592, 1.309], [-4.935, 5.421, 1.021], [-5.757, 5.111, 2.038], [-5.705, 5.603, -0.067], [-3.925, 4.327, 0.788], [-4.396, 3.053, 0.488], [-3.501, 2.025, 0.269], [-2.127, 2.273, 0.350], [-1.665, 3.552, 0.649], [-2.567, 4.581, 0.869], [-1.200, 1.203, 0.123], [-0.431, 0.282, -0.062], [-5.461, 2.869, 0.432], [-3.857, 1.029, 0.042], [-0.602, 3.738, 0.720], [-2.214, 5.574, 1.107]], "lowdin_charge": [0.751, -0.114, -0.148, -0.129, -0.137, -0.056, -0.494, 0.147, -0.176, -0.044, -0.522, -0.056, -0.023, 0.125, 0.123, 0.139, 0.138, 0.137, 0.133, 0.142, 0.145, 0.144, -0.188, 0.879, -0.206, -0.196, 0.071, 0.070, 0.059, 0.071, 0.071, 0.058, 0.073, 0.055, 0.065, 0.146, -0.587, 0.152, 0.150, -0.105, 0.007, -0.005, -0.237, -0.007, 0.010, -0.050, -0.082, 0.132, 0.123, 0.122, 0.126], "s2": 3.94, "lumo_energy_ev": [-5.4, -4.2], "multiplicity": 4, "homo_energy_ev": [-11.76, -11.76], "charge": 1}

=====

Record 2
{"formula": "C31H57GaNO4", "method": "wB97M-V/def2-TZVPD", "symbols": ["C", "C", "C", "Ga", "C", "C", "C", "C", "C", "C", "C", "C", "C", "N", "C", "C", "C", "H", "H", "H", "H", "H", "H", "H", "H", "H", "H", "H", "H", "H", "H", "H", "H", "H", "H", "H", "H", "H", "H", "H", "H", "H", "C", "C", "C", "O", "C", "H", "H", "H", "H", "H", "H", "H", "H", "C", "C", "C", "O", "C", "H", "H", "H", "H", "H", "H", "H", "H", "C", "C", "C", "O", "C", "H", "H", "H", "H", "H", "H", "H", "H", "C", "C", "C", "O", "C", "H", "H", "H", "H", "H", "H", "H", "H"], "coordinates": [[-0.785, -1.219, 4.233], [0.105, -2.138, 3.814], [1.342, -1.792, 3.036], [1.148, -1.848, 0.986], [1.641, 0.022, 0.293], [-0.665, -2.545, 0.322], [-1.868, -1.723, 0.717], [-1.853, -0.350, 0.842], [-2.946, 0.389, 1.220], [-4.133, -0.246, 1.488], [-4.195, -1.611, 1.336], [-3.102, -2.350, 0.960], [-3.291, -3.853, 0.827], [2.524, -3.111, 0.339], [3.364, -2.573, -0.733], [2.619, -2.490, -2.098], [3.007, -1.267, -2.970], [-1.349, -1.407, 5.147], [-0.958, -0.297, 3.678], [-0.083, -3.180, 4.091], [1.665, -0.796, 3.352], [2.113, -2.518, 3.323], [2.722, 0.166, 0.439], [1.427, 0.170, -0.773], [1.156, 0.809, 0.889], [-0.633, -2.592, -0.780], [-0.792, -3.581, 0.654], [-0.933, 0.193, 0.636], [-2.848, 1.467, 1.327], [-4.981, 0.355, 1.812], [-5.148, -2.099, 1.541], [-4.295, -4.062, 0.441], [-2.593, -4.220, 0.072], [-3.111, -4.356, 1.782], [2.049, -3.942, -0.005], [3.857, -1.636, -0.460], [4.177, -3.313, -0.888], [1.531, -2.483, -1.974], [2.857, -3.415, -2.643], [3.142, -0.358, -2.381], [3.963, -1.492, -3.461], [2.211, -1.123, -3.710], [-1.007, -8.953, 1.600], [-2.158, -9.167, 0.626], [-2.743, -7.765, 0.525], [-1.660, -6.855, 0.718], [-0.518, -7.568, 1.200], [-0.229, -9.713, 1.537], [-1.386, -8.935, 2.625], [-1.770, -9.482, -0.346], [-2.885, -9.908, 0.958], [-3.483, -7.585, 1.314], [-3.212, -7.571, -0.440], [0.216, -7.626, 0.389], [-0.071, -7.021, 2.031], [4.589, 3.844, -4.053], [5.755, 3.740, -3.080], [5.189, 2.807, -2.020], [4.269, 1.940, -2.686], [4.016, 2.435, -4.001], [4.880, 4.147, -5.059], [3.855, 4.562, -3.680], [6.612, 3.273, -3.574], [6.078, 4.699, -2.675], [4.638, 3.363, -1.254], [5.958, 2.210, -1.528], [4.519, 1.774, -4.716], [2.943, 2.408, -4.200], [-4.273, 3.319, 3.657], [-3.762, 2.389, 4.745], [-3.803, 3.292, 5.968], [-4.880, 4.216, 5.762], [-5.320, 4.132, 4.402], [-4.678, 2.798, 2.790], [-3.465, 3.972, 3.317], [-4.453, 1.552, 4.872], [-2.771, 1.984, 4.546], [-2.876, 3.868, 6.068], [-3.969, 2.741, 6.895], [-6.294, 3.629, 4.391], [-5.445, 5.137, 3.996], [0.548, 7.436, -5.340], [0.741, 8.299, -4.102], [1.504, 7.356, -3.183], [2.284, 6.503, -4.027], [1.855, 6.657, -5.382], [0.365, 8.006, -6.251], [-0.291, 6.752, -5.191], [1.359, 9.167, -4.345], [-0.191, 8.656, -3.664], [0.821, 6.728, -2.601], [2.163, 7.884, -2.492], [2.630, 7.211, -5.923], [1.745, 5.675, -5.843]], "lowdin_charge": [-0.070, -0.287, -0.241, 0.417, -0.194, -0.169, -0.245, -0.070, -0.117, -0.124, -0.085, -0.234, -0.058, -0.135, -0.364, -0.259, -0.123, 0.026, 0.036, 0.083, 0.044, 0.039, -0.014, -0.012, -0.022, 0.061, 0.037, 0.085, 0.093, 0.086, 0.104, 0.072, 0.058, 0.086, 0.013, 0.082, 0.085, 0.077, 0.090, 0.039, 0.063, 0.062, -0.177, -0.179, -0.212, -0.148, -0.198, 0.108, 0.112, 0.111, 0.107, 0.117, 0.117, 0.119, 0.121, -0.175, -0.175, -0.202, -0.147, -0.205, 0.111, 0.096, 0.110, 0.108, 0.119, 0.117, 0.116, 0.118, -0.178, -0.169, -0.204, -0.149, -0.212, 0.100, 0.116, 0.117, 0.113, 0.115, 0.114, 0.114, 0.112, -0.175, -0.176, -0.200, -0.154, -0.207, 0.110, 0.115, 0.112, 0.111, 0.121, 0.116, 0.117, 0.118], "lumo_energy_ev": 2.2, "multiplicity": 1, "homo_energy_ev": -3.73, "charge": -1}

=====

Record 3
{"formula": "C3H12NO2", "method": "wB97M-V/def2-TZVPD", "symbols": ["C", "C", "C", "N", "H", "H", "H", "H", "H", "H", "H", "H", "H", "H", "O", "H", "H", "O"], "coordinates": [[-1.377, 0.816, 1.907], [-1.609, 0.506, 0.366], [-0.660, -1.153, -1.311], [-0.621, -0.435, -0.177], [-0.349, 1.326, 1.997], [-1.434, -0.006, 2.510], [-2.075, 1.577, 2.245], [-1.644, 1.341, -0.333], [-2.592, 0.076, 0.193], [0.089, -1.996, -1.320], [-1.635, -1.337, -1.734], [0.352, -0.495, 0.276], [2.577, -0.541, 0.188], [2.454, 0.060, 1.553], [1.980, -0.477, 0.916], [1.465, -0.106, -2.457], [2.764, 0.644, -2.785], [2.314, 0.200, -2.035]], "lowdin_charge": [-0.026, -0.162, 0.174, 0.035, 0.108, 0.041, 0.083, 0.134, 0.123, 0.145, 0.111, 0.116, 0.027, 0.078, -0.022, 0.039, 0.071, -0.075], "de_lowest_kcal_mol": 43.32, "lumo_energy_ev": -5.5, "multiplicity": 1, "homo_energy_ev": -15.51, "charge": 1}

=====

no.,strongest force on any atom (eV/Å)
1,0.7
2,1.7
3,5.4